Entry from OMol25: a 13-piece molecular cluster, C4H33NO12 overall in a non-equilibrium geometry (ωB97M-V/def2-TZVPD).

```
50
Properties=species:S:1:pos:R:3:lowdin_charge:R:1
C -1.3955 3.4038 -2.6358 -0.067
C -1.0299 1.9697 -2.7697 -0.359
C -0.8397 1.0740 -1.8177 -0.204
N -0.8089 1.3698 -0.4464 0.075
C -0.9141 1.4495 -4.2243 -0.067
H -1.0243 3.8861 -1.7237 0.071
H -0.7487 3.8566 -3.4290 0.086
H -2.3587 3.7703 -3.0031 0.083
H -0.7301 -0.0298 -1.9346 0.119
H -1.2081 0.7389 0.2073 0.009
H -1.0228 2.3122 -0.1454 0.089
H -0.1096 1.8275 -4.8801 0.077
H -0.6040 0.3846 -4.1107 0.076
H -1.8235 1.6092 -4.7592 0.060
H 1.3773 0.1038 -2.6190 0.005
H 1.5578 -1.1971 -1.9756 0.005
O 2.0530 -0.6004 -2.5705 -0.077
H 2.7669 1.8426 -1.9860 0.060
H 1.3794 2.0264 -1.2622 0.027
O 2.3385 2.1063 -1.1816 -0.017
H -3.0236 -0.9526 4.1081 0.073
H -1.8780 -0.3313 3.4832 0.032
O -2.7627 -0.0900 3.7729 0.011
H -1.6132 -1.4017 0.8287 -0.022
H -2.2734 -2.7718 0.7578 0.076
O -1.9780 -2.0074 0.2076 -0.054
H 1.4203 -1.6939 4.0276 0.023
H 0.4518 -0.8223 3.2653 0.012
O 0.5145 -1.7670 3.7522 -0.130
H 2.2352 1.0947 0.1258 0.032
H 3.0447 1.0114 1.3578 0.105
O 2.3163 0.5291 0.9427 -0.057
H 0.8798 -2.1191 -0.0793 0.006
H -0.4137 -2.2453 -0.8489 0.026
O 0.3358 -1.6794 -0.7460 -0.073
H -1.8693 -2.4460 2.4748 0.000
H -1.1828 -2.6842 3.8720 0.075
O -2.0812 -2.5952 3.4031 -0.075
H 3.2442 -0.5334 0.0298 -0.021
H 3.8960 -1.0749 -1.2539 0.042
O 4.0066 -1.0448 -0.2976 -0.066
H -3.2168 0.7083 1.1555 0.111
H -2.6955 -0.0188 2.4151 -0.076
O -2.4619 0.1575 1.4768 -0.113
H 0.9401 0.4057 1.7791 0.062
H -0.5720 0.3611 2.2781 0.010
O 0.3245 0.5091 2.6133 -0.065
H 3.0311 -2.3379 0.4046 0.021
H 2.2341 -3.0730 1.4579 0.045
O 2.2919 -2.9905 0.5032 -0.061
```

Properties
Relative energy (zero: lowest compared OMol25 entry of this formula, charge and spin), kcal/mol: 73.7
Molar mass, Da: 287.3
HOMO level, eV: -8.204
Net charge: 0
Orbital gap, eV: 8.377